C32H66O38S11 | ωB97M-V/def2-TZVPD

Max |F|: 4.77 eV/Å
HOMO energy (alpha / beta): -11.46 / -11.46 eV
LUMO (alpha / beta): -3.11 / -9.45 eV
Charge: +1
2S+1: 2
Gap between HOMO and LUMO (alpha / beta): 8.35 / 2.01 eV
<S²>: 0.759

Each line ends with the Mulliken spin population.
Geometry (Å):
1 C 4.738637 -2.279817 5.715240  0.000
2 C 4.487262 -2.071197 4.230698  0.000
3 C 3.087019 -1.445106 4.020701  0.000
4 S 2.033160 -2.167046 5.291253  0.000
5 O 1.171459 -3.190065 4.668893  0.000
6 O 1.513649 -1.039498 6.003360  0.000
7 C 3.449626 -2.986145 6.259574  0.000
8 H 4.839208 -1.348687 6.272907  0.000
9 H 5.592312 -2.952589 5.797188  0.000
10 H 4.589907 -3.084233 3.841686  0.000
11 H 5.274599 -1.485020 3.756777  0.000
12 H 2.471550 -1.492741 3.122350  0.000
13 H 3.182763 -0.397344 4.305503  0.000
14 H 3.444531 -3.960558 5.771113  0.000
15 H 3.318533 -2.955159 7.341215  0.000
16 C -1.802272 -4.678822 -5.719927  0.021
17 C -2.256335 -5.024454 -4.258688  0.000
18 C -1.040833 -5.333114 -3.322004  0.149
19 S 0.492506 -5.070688 -4.445136  0.013
20 O 0.774064 -6.306869 -5.197452  0.434
21 O 1.499784 -4.224858 -3.846220  0.139
22 C -0.435706 -4.098712 -5.682835  0.161
23 H -2.524384 -3.934239 -6.054991  0.030
24 H -1.846048 -5.615659 -6.275369  -0.001
25 H -2.911126 -5.888694 -4.147151  0.002
26 H -2.861359 -4.225862 -3.829397  0.018
27 H -0.984736 -6.258756 -2.749169  0.003
28 H -0.888027 -4.527436 -2.603939  0.024
29 H 0.200924 -3.941259 -6.553488  -0.015
30 H -0.565503 -3.100757 -5.264106  0.021
31 C 0.756348 2.386431 3.679562  0.000
32 C 0.840925 3.902249 3.941942  0.000
33 C -0.492006 4.401834 4.512993  0.000
34 S -1.417005 2.924928 5.229139  0.000
35 O -2.586645 2.534861 4.372724  0.000
36 O -1.518001 3.074119 6.695670  0.000
37 C 0.001314 1.759318 4.809317  0.000
38 H 1.735142 1.908947 3.633816  0.000
39 H 0.356384 2.264613 2.672942  0.000
40 H 1.009968 4.487351 3.037961  0.000
41 H 1.561336 4.175096 4.713093  0.000
42 H -1.192268 4.883440 3.830501  0.000
43 H -0.366041 5.002439 5.413826  0.000
44 H -0.423325 0.812050 4.476960  0.000
45 H 0.656247 1.717211 5.679595  0.000
46 C 1.155573 6.772883 -2.156401  0.000
47 C 2.413417 5.858382 -2.019526  0.000
48 C 2.322931 5.139940 -0.605441  0.000
49 S 0.499881 5.107862 -0.089755  0.000
50 O 0.313797 5.964795 1.052712  0.000
51 O 0.084277 3.726144 -0.153230  0.000
52 C -0.084648 6.054137 -1.614383  0.000
53 H 0.961192 7.226265 -3.128388  0.000
54 H 1.360957 7.558554 -1.429321  0.000
55 H 3.364810 6.351208 -2.219708  0.000
56 H 2.324171 5.089997 -2.787462  0.000
57 H 2.837104 5.753436 0.134397  0.000
58 H 2.703228 4.127858 -0.466935  0.000
59 H -0.927929 6.720591 -1.433209  0.000
60 H -0.361501 5.309078 -2.360262  0.000
61 C 5.264696 -0.622723 0.328976  0.000
62 C 6.360917 0.422380 0.418850  0.000
63 O 5.620111 1.568887 0.797463  0.000
64 S 4.157721 1.600308 0.087137  0.000
65 O 4.294428 2.338426 -1.154159  0.000
66 O 3.102761 2.053526 0.987748  0.000
67 O 4.118413 -0.007576 -0.158675  0.000
68 H 5.149360 -1.146470 1.277916  0.000
69 H 5.667789 -1.286590 -0.435811  0.000
70 H 6.867698 0.555939 -0.536883  0.000
71 H 7.022463 0.268495 1.271361  0.000
72 C 0.951543 -0.636021 -0.224352  0.000
73 C 0.044748 0.578202 -0.578806  0.000
74 O -1.274809 0.160688 -0.777310  -0.001
75 S -1.348170 -1.430255 -1.196718  -0.002
76 O -1.100591 -1.627272 -2.614368  0.001
77 O -2.536036 -2.043561 -0.573299  0.000
78 O 0.036036 -1.715611 -0.278242  0.001
79 H 1.558182 -0.516358 0.673292  0.000
80 H 1.591140 -0.767227 -1.097162  0.000
81 H 0.360326 1.159255 -1.445341  0.000
82 H 0.028159 1.219858 0.302164  0.000
83 C -1.974770 2.525181 -2.765639  0.000
84 C -3.465641 2.091463 -2.771241  0.000
85 O -3.673433 1.196221 -3.789429  0.000
86 S -2.333446 1.007305 -4.735751  0.000
87 O -2.372097 1.988582 -5.792790  0.000
88 O -2.110597 -0.421580 -5.017623  -0.001
89 O -1.438851 1.434052 -3.449164  0.000
90 H -1.581464 2.670823 -1.759558  0.000
91 H -1.823906 3.489311 -3.251225  0.000
92 H -4.158893 2.928261 -2.856567  0.000
93 H -3.833277 1.542351 -1.904404  0.000
94 C -5.113887 -1.990273 -2.659112  0.000
95 C -6.362983 -1.473889 -1.954476  0.000
96 O -7.453680 -2.126752 -2.576424  0.000
97 S -7.033485 -3.136477 -3.884657  0.000
98 O -7.938678 -2.851748 -4.975141  0.000
99 O -6.838597 -4.534676 -3.464206  0.000
100 O -5.542182 -2.412968 -3.935103  0.000
101 H -4.801173 -2.845027 -2.059364  0.000
102 H -4.194152 -1.405357 -2.650462  0.000
103 H -6.335993 -0.389341 -2.059923  0.000
104 H -6.543318 -1.765982 -0.919939  0.000
105 C -3.469798 -1.056306 4.860473  0.000
106 C -4.214384 -1.945895 3.802632  0.000
107 O -3.465452 -1.749712 2.623221  0.000
108 S -1.821061 -1.461522 2.968110  0.000
109 O -1.420644 -0.289823 2.319933  0.000
110 O -0.918610 -2.593059 2.839118  0.000
111 O -2.106597 -1.131887 4.612618  0.000
112 H -3.672132 -1.497213 5.836562  0.000
113 H -3.756888 -0.005073 4.884947  0.000
114 H -5.276622 -1.755414 3.649388  0.000
115 H -4.203854 -2.996614 4.092435  0.000
116 C 3.161356 -1.415426 -4.939055  -0.001
117 C 3.606780 -1.628092 -3.485084  -0.001
118 O 3.930506 -0.370266 -3.034122  0.000
119 S 3.839076 0.884603 -4.124167  0.000
120 O 5.136724 1.579820 -4.022883  0.000
121 O 2.532249 1.610489 -3.938124  0.000
122 O 3.762445 -0.208014 -5.361032  0.000
123 H 2.112271 -1.121011 -4.909924  0.001
124 H 3.527689 -2.324964 -5.415114  0.000
125 H 4.589220 -2.097610 -3.435589  0.000
126 H 3.058625 -2.326994 -2.853290  0.001
127 C -3.754400 2.910934 0.552580  0.000
128 C -3.154973 3.797902 1.659706  0.000
129 O -2.711311 4.899854 0.941376  0.000
130 S -3.850983 5.257897 -0.233121  0.000
131 O -3.168478 5.856561 -1.380329  0.000
132 O -4.886556 6.081133 0.371634  0.000
133 O -4.400115 3.673297 -0.380841  0.000
134 H -4.522020 2.294580 1.020508  0.000
135 H -3.042586 2.373931 -0.074360  0.000
136 H -2.304673 3.198467 1.984918  0.000
137 H -3.867226 4.035992 2.449714  0.000
138 C 1.906547 -3.892467 0.929464  0.000
139 C 1.697972 -5.149782 1.734240  0.000
140 O 2.135825 -4.959568 3.070502  0.000
141 O 3.249123 -3.543420 0.894053  0.000
142 H 1.282126 -3.138467 1.408704  0.000
143 H 1.523291 -4.077675 -0.073991  0.000
144 H 2.100844 -6.061006 1.292128  0.000
145 H 0.642947 -5.413277 1.808976  0.000
146 H 1.706210 -4.235183 3.531263  0.000
147 H 3.540358 -3.566135 1.808523  0.000

Cartesian forces, eV/Å:
-1.5 0.1 0.7
-0.2 -0.4 -0.9
0.4 0.0 0.8
1.4 -0.9 -0.2
0.7 1.6 1.4
-0.9 0.0 0.6
0.0 0.5 -1.9
0.5 0.0 -0.1
0.0 0.3 0.5
-0.4 0.0 -0.6
-0.1 0.2 0.1
0.7 -0.4 -0.4
-0.2 0.1 0.0
-0.2 -0.4 0.7
-0.2 -0.1 -0.3
-1.0 -1.9 1.0
0.5 -0.7 0.4
-0.5 1.2 0.2
0.8 0.1 0.0
-0.2 0.8 1.0
-0.7 -1.1 -0.3
-0.6 1.9 -0.3
0.2 0.0 -0.6
-0.2 0.3 -0.4
0.1 -0.1 -0.8
0.5 0.4 0.2
0.1 -0.3 -0.7
0.3 0.2 -0.1
-0.2 -0.7 -0.2
0.6 0.2 0.8
0.6 0.9 -0.5
-0.6 0.5 0.3
-1.3 -0.8 0.9
0.7 -0.9 -0.5
1.9 0.8 1.8
-0.3 -0.2 -2.2
-1.2 0.2 -0.1
0.2 0.2 0.0
-0.5 -0.3 0.1
0.4 -0.2 0.0
0.4 -0.3 -0.3
0.2 0.0 -0.1
0.0 0.2 -0.2
0.0 0.0 0.7
-0.4 -0.3 0.2
0.7 0.2 1.9
-1.4 -1.6 0.0
-0.6 1.1 0.0
1.8 1.8 -2.7
-0.2 -0.6 0.4
-0.6 -0.2 0.5
0.7 -0.9 -0.2
0.2 -0.2 0.0
-0.2 0.6 -0.2
-0.2 0.2 0.4
0.1 -0.2 -0.1
-0.2 0.1 0.1
-0.2 0.1 -0.6
0.2 -0.2 0.4
-0.3 -0.3 0.2
2.4 -1.4 -0.4
-0.6 0.2 0.7
-1.5 1.4 0.1
0.3 1.7 -0.4
-0.4 -1.5 1.4
1.8 -1.4 -1.0
-1.2 1.5 0.1
-0.6 0.1 -0.1
-0.7 -0.6 0.1
0.1 0.2 0.1
0.3 -0.3 -0.4
-0.8 0.9 -2.9
1.3 1.4 1.3
-1.8 -2.2 -1.0
0.6 1.3 2.4
-0.1 -0.2 1.8
2.9 1.3 -1.5
-2.1 -2.0 -0.4
-0.7 -0.5 0.2
0.6 -0.1 0.3
0.3 -0.2 0.0
-0.2 0.3 -0.2
-2.0 0.5 0.4
-1.0 1.7 1.9
0.4 -1.8 -3.4
-1.0 -0.9 1.0
0.5 -1.3 1.4
-0.4 3.3 0.6
2.4 -1.0 -1.8
0.3 -0.7 -0.1
0.0 -0.2 -0.5
0.2 0.2 -0.3
0.7 0.2 0.5
0.2 -1.8 2.0
0.2 0.3 0.1
-0.7 -1.4 -2.3
0.0 0.1 2.3
2.0 -0.1 1.5
-0.3 3.0 -0.7
-0.7 -0.5 -1.8
0.1 -0.6 -0.3
-0.6 0.7 -0.8
-1.0 0.1 -0.2
1.0 0.3 0.2
-2.2 -0.4 0.5
0.7 0.1 1.3
2.5 0.2 -0.7
-1.2 -2.4 2.5
0.1 1.8 -1.0
-2.2 1.2 0.3
1.6 -1.2 -2.8
0.2 0.1 0.1
-0.3 0.0 -0.3
0.3 0.8 -0.2
0.5 -0.1 0.1
-0.8 0.0 2.0
2.0 -1.0 -1.0
-0.6 3.3 1.4
-0.6 0.4 1.9
-3.6 -1.7 -1.0
4.1 -2.3 -1.0
1.3 1.6 -0.2
-0.5 -1.2 -0.5
-0.5 0.6 -1.1
0.2 -0.6 -0.7
-1.1 0.9 0.2
0.0 -1.7 1.5
0.1 -2.0 -0.9
-0.8 1.6 -2.1
0.0 2.3 1.1
-1.0 -2.3 1.6
1.2 -1.8 -0.9
-0.6 4.3 -1.6
0.3 -0.5 -0.2
0.6 -0.6 1.1
0.1 0.6 0.6
0.2 0.1 0.0
-1.1 -1.0 0.3
-1.2 -0.2 1.0
1.7 -1.2 -0.8
0.8 0.6 -0.5
-0.1 0.4 -0.1
0.2 0.3 -0.2
0.9 0.2 0.2
-0.5 0.4 -0.4
-0.7 0.3 0.0
0.2 -0.2 0.3